--- one ---
ORCA calculation (wB97M-V/def2-TZVPD) on C5H8O4 as an isolated structure.

Its net charge is 0. The HOMO energy is -8.57 eV.

CARTESIAN COORDINATES (ANGSTROEM)
C: 0.425 -0.132 0.400
C: -0.208 0.924 -0.871
C: -0.396 -1.335 0.754
C: 1.281 -0.563 -1.112
C: -0.789 1.352 0.501
O: 1.430 0.287 1.236
O: -1.219 0.477 -1.617
O: 1.143 -1.603 -1.680
O: -2.076 1.335 0.454
H: 1.889 -0.481 1.603
H: -2.150 0.809 -0.834
H: 0.506 1.668 -1.258
H: 2.222 0.025 -1.181
H: -0.245 2.103 1.080
H: -1.023 -1.108 1.617
H: -1.036 -1.577 -0.096
H: 0.244 -2.181 1.004



--- two ---
ORCA calculation (wB97M-V/def2-TZVPD) on a 2-piece molecular cluster, C5H8O4 overall.

Its net charge is 0. As for the SMILES: CC(=O)C=O.CC(=O)O. The HOMO energy is -8.92 eV.

CARTESIAN COORDINATES (ANGSTROEM)
C: 0.075 -2.224 0.341
C: 0.706 -0.866 0.281
O: 1.654 -0.566 -0.401
C: 0.426 0.105 1.679
O: 0.108 -0.503 2.664
H: 0.514 -2.782 1.166
H: 0.216 -2.746 -0.604
H: -0.991 -2.134 0.543
H: 1.152 0.933 1.673
C: -0.154 1.443 -1.678
C: -0.876 0.714 -0.588
O: -1.772 -0.059 -0.674
O: -0.790 1.489 0.764
H: -0.274 0.883 -2.603
H: -0.577 2.440 -1.806
H: 0.904 1.540 -1.444
H: -0.322 2.334 0.687



Bottom line: two, by a margin of 65.4 kcal/mol.



--- one ---
ORCA calculation (wB97M-V/def2-TZVPD) on one molecule with the formula C5H4O3.

Its net charge is 0. As for the SMILES: O=C1C=C/C(=C/O)O1. The HOMO energy is -8.53 eV.

CARTESIAN COORDINATES (ANGSTROEM)
O: 0.526 2.927 -0.235
C: 0.546 1.811 -0.029
C: 1.296 0.869 0.889
C: 0.623 -0.285 1.032
C: -0.427 -0.517 -0.018
C: -0.879 -1.557 -0.655
O: -1.733 -1.428 -1.576
O: -0.662 0.802 -0.484
H: 2.145 1.365 1.458
H: 1.078 -1.144 1.695
H: -0.911 -2.416 -0.077
H: -1.603 -0.428 -1.999



--- two ---
ORCA calculation (wB97M-V/def2-TZVPD) on one molecule with the formula C5H4O3.

Its net charge is 0. As for the SMILES: O=C1C=C[C@H](O)C1=O. The HOMO energy is -9.82 eV.

CARTESIAN COORDINATES (ANGSTROEM)
O: 2.164 -0.650 -1.520
C: 1.130 -0.401 -0.929
C: -0.208 -0.266 -1.488
C: -1.091 -0.030 -0.523
C: -0.504 -0.105 0.816
O: -0.812 0.976 1.661
C: 0.974 -0.189 0.607
O: 1.773 0.197 1.433
H: -0.490 -0.200 -2.554
H: -2.156 0.231 -0.596
H: -0.786 -1.032 1.342
H: 0.006 1.467 1.751



--- three ---
ORCA calculation (wB97M-V/def2-TZVPD) on one molecule with the formula C5H4O3.

Its net charge is 0. As for the SMILES: O=Cc1cc(O)co1. The HOMO energy is -9.13 eV.

CARTESIAN COORDINATES (ANGSTROEM)
O: 3.324 0.228 -0.109
C: 2.297 -0.458 0.059
C: 0.880 -0.049 -0.019
C: -0.195 -0.856 -0.027
C: -1.280 -0.029 -0.112
O: -2.610 -0.438 -0.042
C: -0.816 1.252 -0.062
O: 0.537 1.256 -0.003
H: 2.416 -1.553 0.122
H: -0.103 -1.954 -0.081
H: -3.180 0.400 0.132
H: -1.272 2.201 0.143



Bottom line: two, by a margin of 3.0 kcal/mol.



--- one ---
ORCA calculation (wB97M-V/def2-TZVPD) on a 2-piece molecular cluster, C2H8NOS overall.

Its net charge is +1. The HOMO energy (alpha / beta) is -13.67 / -13.17 eV.

CARTESIAN COORDINATES (ANGSTROEM)
C: 0.986 -0.622 0.855
C: 0.488 1.600 -0.024
N: 0.826 0.168 -0.359
O: -2.149 -0.989 -0.983
S: -2.780 0.133 0.098
H: 0.185 -0.440 1.528
H: 0.935 -1.669 0.619
H: 1.968 -0.312 1.318
H: 0.274 1.768 1.004
H: 0.256 2.097 -1.028
H: -0.030 -0.146 -0.936
H: 1.615 0.187 -1.056
H: -2.574 -1.774 -1.036



--- two ---
ORCA calculation (wB97M-V/def2-TZVPD) on a 3-piece molecular cluster, C2H8NOS overall.

Its net charge is +1. The HOMO energy (alpha / beta) is -12.26 / -13.43 eV.

CARTESIAN COORDINATES (ANGSTROEM)
C: -3.838 0.469 0.002
C: -0.097 0.924 0.544
N: 3.286 -1.136 -0.144
O: -0.981 0.611 -0.202
S: 1.552 0.457 0.220
H: -4.105 -0.350 -0.536
H: -4.255 1.370 -0.329
H: -3.061 0.234 0.609
H: -0.345 1.538 1.464
H: 4.044 -0.614 0.229
H: 3.023 -1.178 -1.127
H: 3.578 -2.024 0.227
H: 1.198 -0.301 -0.955



Bottom line: one, by a margin of 31.0 kcal/mol.



--- one ---
ORCA calculation (wB97M-V/def2-TZVPD) on a 2-piece molecular cluster, C4H8N2O2S overall.

Its net charge is 0. As for the SMILES: C/N=C/N=O.CSC=O. The HOMO energy (alpha / beta) is -8.85 / -8.85 eV.

CARTESIAN COORDINATES (ANGSTROEM)
C: 0.072 1.678 0.995
N: -0.901 0.591 0.909
C: -1.943 0.587 0.112
N: -2.517 -0.557 -0.310
O: -3.571 -1.095 -0.174
H: 0.975 1.477 0.534
H: -0.490 2.595 0.433
H: 0.349 1.760 2.056
H: -2.025 1.318 -0.659
C: 0.566 -1.760 -1.300
S: 1.267 -1.325 0.351
C: -0.218 -1.243 1.280
O: -1.214 -1.866 1.043
H: 1.228 -2.449 -1.705
H: 0.748 -0.933 -1.951
H: -0.511 -1.939 -1.178
H: 0.042 -0.964 2.346



--- two ---
ORCA calculation (wB97M-V/def2-TZVPD) on one molecule with the formula C4H8N2O2S.

Its net charge is 0. The HOMO energy is -8.65 eV.

CARTESIAN COORDINATES (ANGSTROEM)
C: 1.468 0.608 1.149
C: 0.384 -0.289 1.631
C: 0.609 1.442 -0.849
C: -0.511 -0.333 -1.169
N: 1.586 1.380 0.167
N: -1.881 0.026 -1.150
O: -1.369 -1.970 0.740
O: 0.971 -2.236 -0.073
S: -0.150 -1.380 0.307
H: 2.433 0.597 1.659
H: 0.786 -0.877 2.556
H: -0.417 0.358 1.920
H: 1.155 1.613 -1.858
H: -0.018 2.405 -0.800
H: -0.172 -0.853 -2.095
H: -2.416 0.116 -0.317
H: -2.458 -0.606 -1.819



--- three ---
ORCA calculation (wB97M-V/def2-TZVPD) on one molecule with the formula C4H8N2O2S.

Its net charge is 0. As for the SMILES: CC(C)=C(SN)[N+](=O)[O-]. The HOMO energy is -8.33 eV.

CARTESIAN COORDINATES (ANGSTROEM)
C: 1.363 -0.546 -1.367
C: 0.524 0.491 -0.559
C: 0.249 1.813 -1.209
C: -0.063 -0.070 0.528
S: 0.226 -1.677 0.815
N: -0.760 -2.430 2.092
N: -0.987 0.792 1.277
O: -0.734 1.943 1.531
O: -2.013 0.189 1.550
H: 0.574 -1.074 -1.985
H: 1.947 -0.021 -2.148
H: 1.985 -1.157 -0.814
H: -0.740 2.144 -0.981
H: 0.954 2.503 -0.837
H: 0.142 1.687 -2.248
H: -1.526 -2.857 1.679
H: -1.141 -1.730 2.676



Bottom line: two, by a margin of 22.3 kcal/mol.